[1]
Density functional theory data (ωB97M-V/def2-TZVPD) for C6H12F6Li2N3O18S6 as an isolated structure in a non-equilibrium geometry.

Output
LUMO level: 0.06501 hartree
total charge: -1
HOMO: -7.7 eV
energy above the lowest of the compared OMol25 structures with the same formula, charge and spin: 267.53 kJ/mol
orbital gap: 0.34789 Eh

Cartesian coordinates (Å):
Li1 -0.275312 -0.799216 1.012948
Li2 -0.517141 -2.719210 -0.926599
N1 -1.176436 -2.577675 0.841889
S1 -2.923781 -2.392988 0.956763
O1 -3.454597 -2.060649 2.264132
O2 -3.712927 -3.018290 -0.139383
F1 -2.720538 -0.885099 0.437130
S2 -1.187254 -3.836435 1.695545
O3 -2.020856 -5.002825 1.367509
O4 -0.974410 -3.627082 3.113157
F2 0.186205 -4.462672 1.180484
N2 -1.393435 -1.182115 -4.249364
S3 -1.538304 -0.173402 -2.877931
O5 -1.307532 1.253845 -3.004564
O6 -0.956122 -0.753632 -1.689200
F3 -3.100831 -0.303804 -2.592451
S4 -0.034034 -0.628970 -4.617044
O7 1.047877 -0.595600 -3.651117
O8 -0.184572 0.419899 -5.607546
F4 0.361563 -1.858945 -5.547287
N3 0.246486 -0.460702 2.933973
S5 -1.056636 0.120373 4.032213
O9 -2.191083 0.586320 3.274036
O10 -0.719000 0.717311 5.342215
F5 -1.666780 -1.297356 4.575126
S6 1.073361 0.831026 3.199185
O11 2.037187 0.854526 4.257253
O12 0.532263 2.094308 2.759759
F6 2.077077 0.633427 1.916906
C1 2.989412 1.333478 -1.566888
O13 1.951684 0.365941 -1.119853
C2 2.174481 -0.853644 -0.745394
O14 1.342845 -1.712509 -0.367300
O15 3.476574 -1.210777 -0.930772
C3 3.991204 -2.457170 -0.473790
H1 3.597101 1.018273 -2.415109
H2 3.716753 1.612407 -0.804473
H3 2.426272 2.169124 -1.982426
H4 4.863865 -2.605029 -1.109952
H5 3.273915 -3.275637 -0.412837
H6 4.282989 -2.310330 0.566107
C4 0.734086 4.129091 -0.451195
O16 0.544526 2.766287 -0.252772
C5 -0.709036 2.377538 0.259803
O17 -0.979634 1.135257 0.399655
O18 -1.556659 3.358690 0.444407
C6 -2.936376 3.038378 0.455849
H7 0.811661 4.584146 0.536236
H8 -0.117114 4.530352 -1.001231
H9 1.622635 4.307068 -1.056920
H10 -3.504512 2.510363 -0.309996
H11 -3.421046 3.959088 0.780659
H12 -3.026063 2.355244 1.300457

Forces on the atoms, in the same order (eV/Å):
Li 0.1 1.0 -0.5
Li 0.6 0.9 -0.9
N -3.9 0.7 -0.7
S -3.3 4.4 -2.8
O 0.9 -2.2 -1.6
O 2.6 1.0 3.2
F -0.3 -0.6 -0.4
S 2.9 -7.8 5.4
O -0.2 2.9 -0.2
O -0.4 0.3 -2.0
F 0.9 0.6 -0.3
N -2.9 1.4 5.0
S -1.9 0.6 1.6
O -0.4 -1.9 -0.5
O -0.2 -1.1 -0.5
F 0.7 -0.2 -0.7
S 4.6 0.9 -5.7
O -1.1 0.2 -0.6
O 0.9 -0.3 1.3
F 0.4 -0.4 0.0
N -3.1 0.9 3.2
S -3.6 -2.5 2.5
O 1.7 0.3 0.3
O 0.3 -0.7 -3.5
F 1.3 0.9 -0.9
S 5.7 3.2 -2.7
O -1.1 -0.4 0.2
O -1.0 -0.5 1.2
F 0.0 -0.9 -0.1
C -0.2 -0.4 -0.6
O 0.1 0.5 0.2
C 1.3 -2.2 -0.7
O 0.5 2.0 -0.1
O -1.2 0.9 0.0
C 0.0 0.3 0.9
H -0.3 -0.9 0.0
H -0.7 -0.1 0.5
H -0.2 -0.1 0.7
H -0.2 -0.5 0.2
H -0.1 0.1 -0.8
H 0.4 0.0 0.0
C -0.5 1.1 0.1
O -2.6 -2.1 1.3
C 1.3 -4.7 -1.0
O 1.3 4.8 -0.3
O 0.9 0.3 -1.6
C -1.2 -0.6 3.0
H 0.2 0.5 -0.2
H 0.1 0.3 0.1
H 0.1 -0.3 0.2
H 1.1 0.4 -1.0
H 0.0 0.0 -0.5
H -0.3 -0.1 0.2

***

[2]
Density functional theory data (ωB97M-V/def2-TZVPD) for a 2-piece molecular cluster, C5H7N overall.

Output
LUMO level (alpha / beta): -0.02761 / -0.02760 hartree
HOMO (alpha / beta): -7.9 / -7.9 eV
energy above the lowest of the compared OMol25 structures with the same formula, charge and spin: 464.70 kJ/mol
orbital gap (alpha / beta): 0.26231 / 0.26233 Eh

Cartesian coordinates (Å):
C1 -0.340341 -1.583840 -0.771292
C2 0.449470 -0.630595 -0.251744
C3 0.529033 0.658579 -0.912076
N1 0.707117 1.523263 0.035961
C4 0.786449 0.975009 1.417142
C5 0.741470 -0.367611 1.148614
H1 -1.917653 0.446334 0.474404
H2 -0.717769 -1.518330 -1.784429
H3 -0.602245 -2.442807 -0.166977
H4 0.407462 0.894394 -1.961640
H5 0.735898 2.519945 -0.138369
H6 -1.467545 0.681482 1.017896
H7 0.688653 -1.155825 1.892510

Forces on the atoms, in the same order (eV/Å):
C 0.6 -0.1 0.0
C -0.5 -0.2 -0.1
C -0.1 0.2 0.3
N 0.2 0.1 -0.2
C 0.4 -0.2 -0.2
C 0.0 0.1 0.2
H -0.3 0.1 -0.1
H 0.0 -0.1 0.0
H -0.1 0.0 -0.1
H 0.0 0.0 0.1
H 0.1 -0.1 0.1
H -0.2 0.0 0.1
H 0.1 0.2 0.0

***

[3]
Density functional theory data (ωB97M-V/def2-TZVPD) for C5H3NO as an isolated structure in a non-equilibrium geometry.

Output
LUMO level (alpha / beta): -0.07836 / -0.09226 hartree
HOMO (alpha / beta): -10.4 / -9.1 eV
energy above the lowest of the compared OMol25 structures with the same formula, charge and spin: 590.99 kJ/mol
orbital gap (alpha / beta): 0.30232 / 0.24104 Eh

Cartesian coordinates (Å):
O1 -1.625223 -0.156339 1.132036
C1 -0.703023 0.242771 0.301743
C2 -0.423383 -0.880558 -0.597805
C3 0.794260 0.160470 0.636151
C4 1.940815 -0.223993 0.768582
C5 -0.947825 1.535065 -0.410170
N1 -1.209603 2.512862 -0.968697
H1 -0.427775 -0.836746 -1.689890
H2 -0.356667 -1.836525 -0.092135
H3 2.958424 -0.517008 0.920182

Forces on the atoms, in the same order (eV/Å):
O -0.3 -0.1 0.2
C 0.9 0.3 -0.4
C -0.3 -0.4 -0.3
C 0.4 -0.1 0.3
C -0.4 0.2 -0.1
C -0.4 0.8 -0.4
N 0.3 -1.0 0.5
H -0.1 0.1 0.2
H 0.0 0.1 -0.1
H -0.2 0.1 0.0

***

[4]
Density functional theory data (ωB97M-V/def2-TZVPD) for a 3-piece molecular cluster, C10H15Br4ClO3 overall.

Output
SMILES string: O=C(Cl)C[C@@H]1CCOC1=O.BrCCBr.BrCCBr
LUMO level: 0.01457 hartree
HOMO: -10.0 eV
orbital gap: 0.38225 Eh

Cartesian coordinates (Å):
O1 -2.418186 -0.238934 -2.623193
C1 -1.590326 -0.227289 -1.775606
Cl1 -2.035498 -0.655382 -0.101952
C2 -0.129821 0.099350 -2.012475
C3 0.816279 0.139702 -0.811274
C4 0.662714 1.396672 0.042986
C5 1.386691 2.441909 -0.821170
O2 2.372708 1.697819 -1.575346
C6 2.222290 0.372837 -1.338122
O3 3.103710 -0.410352 -1.511545
H1 0.206889 -0.672041 -2.713254
H2 -0.123847 1.039473 -2.569947
H3 0.780891 -0.818682 -0.300712
H4 1.212919 1.273896 0.977126
H5 -0.374401 1.652538 0.241754
H6 1.924652 3.171619 -0.219130
H7 0.730732 2.965694 -1.517483
Br1 1.192384 -3.517981 0.154358
C7 2.995701 -2.860572 0.472963
C8 3.940888 -3.247190 -0.631516
Br2 4.409512 -5.133346 -0.564928
H8 3.299220 -3.251508 1.438981
H9 2.915943 -1.777230 0.515980
H10 4.874416 -2.699235 -0.532303
H11 3.514236 -3.059923 -1.610499
Br3 -4.100785 -0.413501 3.442032
C9 -4.965660 1.255706 2.955632
C10 -4.292734 1.922139 1.785055
Br4 -2.588538 2.719883 2.273915
H12 -4.962988 1.879546 3.843789
H13 -5.988750 0.997647 2.691852
H14 -4.906783 2.737603 1.410020
H15 -4.084455 1.219134 0.984013

Forces on the atoms, in the same order (eV/Å):
O 0.2 0.1 0.2
C -0.1 0.0 -0.2
Cl 0.0 0.0 0.1
C 0.0 -0.2 -0.1
C 0.1 0.0 -0.1
C 0.0 0.0 -0.3
C 0.0 -0.1 0.1
O 0.1 0.1 0.3
C -0.3 0.4 0.0
O 0.2 -0.3 -0.3
H 0.0 0.0 0.0
H 0.0 0.0 0.0
H 0.0 0.1 0.2
H -0.2 0.0 0.1
H 0.0 0.1 0.2
H 0.0 0.0 -0.1
H 0.0 0.0 0.0
Br 0.0 -0.1 0.0
C 0.0 0.1 0.0
C 0.0 -0.1 0.0
Br 0.0 0.0 0.0
H 0.0 0.0 0.0
H 0.0 -0.1 0.0
H 0.0 0.0 0.0
H 0.0 0.0 0.0
Br 0.0 0.0 0.0
C 0.0 -0.1 0.0
C 0.0 0.0 0.0
Br 0.0 0.0 0.0
H 0.0 0.0 0.0
H 0.0 0.0 0.0
H 0.0 0.0 0.0
H 0.0 0.0 0.0

***

Number 1: M 734.4 g mol⁻¹, energy -4757.88695 Eh. Number 2: M 81.1 g mol⁻¹, energy -249.29624 Eh. Number 3: M 93.1 g mol⁻¹, energy -322.06670 Eh. Number 4: M 538.3 g mol⁻¹, energy -11372.04021 Eh.